1.
The following is a quantum chemistry calculation of a single H4N2 molecule, from the OMol25 dataset.

As for the LUMO energy: 0.050 Ha. The HOMO energy is -7.9 eV. Its SMILES is NN.

```
! wB97M-V def2-TZVPD RIJCOSX def2/J DEFGRID3
* xyz 0 1
H 0.028 -0.382 1.269
H -0.515 -1.419 0.064
H -0.330 0.554 -1.349
H 0.529 1.265 -0.167
N 0.211 -0.603 0.264
N -0.170 0.601 -0.237
*
```

Atom charges from the Löwdin analysis, given in e for atoms 1 to 4:
1 H 0.073
2 H 0.119
3 H 0.129
4 H 0.020

=====

2.
The following is a quantum chemistry calculation of a single H4N2 molecule, from the OMol25 dataset.

As for the LUMO energy: 0.050 Ha. The HOMO energy is -9.0 eV. Its SMILES is NN.

```
! wB97M-V def2-TZVPD RIJCOSX def2/J DEFGRID3
* xyz 0 1
H -0.418 1.354 -0.091
H 0.884 0.739 0.739
H -0.872 -0.893 0.391
H 0.426 -1.254 -0.566
N 0.290 0.673 -0.085
N -0.310 -0.619 -0.388
*
```

Atom charges from the Löwdin analysis, given in e for atoms 1 to 4:
1 H 0.030
2 H 0.056
3 H 0.042
4 H 0.039

=====

3.
The following is a quantum chemistry calculation of 2 unconnected molecules or ions with the total composition H4N2, from the OMol25 dataset.

As for the LUMO energy (spin up / spin down): -0.012 / -0.040 Ha. The HOMO energy (spin up / spin down) is -10.5 / -11.0 eV.

```
! wB97M-V def2-TZVPD RIJCOSX def2/J DEFGRID3
* xyz 0 1
N 0.902 0.430 1.153
N -1.427 -0.426 -1.597
H 0.525 0.503 2.091
H 1.802 -0.034 1.190
H -1.176 -0.210 -0.636
H -0.626 -0.263 -2.201
*
```

Atom charges from the Löwdin analysis, given in e for atoms 1 to 4:
1 N 0.092
2 N 0.079
3 H -0.032
4 H -0.031

=====

Most favorable structure: 2. The second most favorable one is 0.781 eV above it.

=====

1.
The following is a quantum chemistry calculation of 2 unconnected molecules or ions with the total composition C2H4BrN, from the OMol25 dataset.

As for the LUMO energy: -0.011 Ha. The HOMO energy is -10.7 eV. Its SMILES is CC#N.Br.

```
! wB97M-V def2-TZVPD RIJCOSX def2/J DEFGRID3
* xyz 0 1
C -0.572 -0.705 0.210
C -1.165 0.515 -0.206
N -0.273 -1.771 0.471
Br 2.656 0.275 -0.378
H -1.865 0.727 0.614
H -1.692 0.324 -1.187
H -0.513 1.439 -0.222
H 3.423 -0.804 0.696
*
```

Atom charges from the Löwdin analysis, given in e for atoms 1 to 4:
1 C -0.395
2 C -0.104
3 N 0.136
4 Br 0.144

=====

2.
The following is a quantum chemistry calculation of a single C2H4BrN molecule, from the OMol25 dataset.

As for the LUMO energy (spin up / spin down): -0.001 / -0.014 Ha. The HOMO energy (spin up / spin down) is -8.3 / -7.9 eV.

```
! wB97M-V def2-TZVPD RIJCOSX def2/J DEFGRID3
* xyz 0 1
C 0.909 0.166 -0.048
C 2.154 0.531 0.027
N -2.053 -0.981 0.031
Br -0.799 0.721 -0.141
H 2.391 1.623 0.275
H 2.814 -0.293 -0.110
H -2.668 -1.006 -0.784
H -2.748 -0.760 0.749
*
```

Atom charges from the Löwdin analysis, given in e for atoms 1 to 4:
1 C -0.593
2 C -0.148
3 N -0.283
4 Br 0.977

=====

Most favorable structure: 1. The second most favorable one is 4.995 eV above it.

=====

1.
The following is a quantum chemistry calculation of 2 unconnected molecules or ions with the total composition H2N2O2S2, from the OMol25 dataset.

As for the LUMO energy: -0.032 Ha. The HOMO energy is -10.2 eV.

```
! wB97M-V def2-TZVPD RIJCOSX def2/J DEFGRID3
* xyz 0 1
N 1.913 -1.110 0.546
N -1.037 0.386 0.166
O -2.228 -1.867 -0.212
O 1.422 1.380 -0.418
S -0.983 -1.136 -0.093
S 2.450 0.067 -0.108
H 0.486 1.553 -0.068
H -2.024 0.727 0.187
*
```

Atom charges from the Löwdin analysis, given in e for atoms 1 to 4:
1 N -0.465
2 N -0.308
3 O -0.488
4 O -0.504

=====

2.
The following is a quantum chemistry calculation of a single H2N2O2S2 molecule, from the OMol25 dataset.

As for the LUMO energy: -0.021 Ha. The HOMO energy is -10.6 eV. Its SMILES is N[S@@]1(=O)=S(=O)=N1.

```
! wB97M-V def2-TZVPD RIJCOSX def2/J DEFGRID3
* xyz 0 1
N 0.639 -0.606 0.694
N -1.365 1.093 0.298
O 0.235 0.446 -1.502
O 1.883 -2.470 -0.215
S 0.302 0.927 -0.103
S 1.579 -1.115 -0.388
H -1.577 1.501 1.155
H -1.696 0.224 0.060
*
```

Atom charges from the Löwdin analysis, given in e for atoms 1 to 4:
1 N -0.475
2 N -0.134
3 O -0.594
4 O -0.425

=====

Most favorable structure: 2. The second most favorable one is 0.090 eV above it.

=====

1.
The following is a quantum chemistry calculation of a gas-phase ion, C6H10BrN2 (charge +1), from the OMol25 dataset.

As for the LUMO energy: -0.138 Ha. The HOMO energy is -13.3 eV. Its SMILES is CC1=CC=C[NH2+][C@]1(N)Br.

```
! wB97M-V def2-TZVPD RIJCOSX def2/J DEFGRID3
* xyz 1 1
C 1.807 0.065 1.314
C 0.828 -1.023 1.109
C 1.593 1.260 0.748
C -0.287 -0.910 0.408
C -0.680 0.692 -0.297
C -1.084 -1.961 -0.147
N -0.940 0.427 -1.630
N 0.666 1.456 -0.308
Br -2.148 1.543 0.788
H 2.587 -0.071 1.977
H 1.173 -1.992 1.408
H 2.260 2.174 0.898
H -0.869 -2.920 0.311
H -1.121 -1.876 -1.190
H -2.082 -1.751 0.275
H -1.786 -0.099 -1.870
H -1.170 1.261 -2.307
H 0.271 2.418 -0.227
H 0.983 1.306 -1.263
*
```

Atom charges from the Löwdin analysis, given in e for atoms 1 to 4:
1 C 0.004
2 C -0.030
3 C -0.080
4 C -0.200

=====

2.
The following is a quantum chemistry calculation of a gas-phase ion, C6H10BrN2 (charge +1), from the OMol25 dataset.

As for the LUMO energy: -0.145 Ha. The HOMO energy is -13.8 eV. Its SMILES is C[C@@]1(Br)C=CCC(=[NH2+])N1.

```
! wB97M-V def2-TZVPD RIJCOSX def2/J DEFGRID3
* xyz 1 1
C 1.644 -0.482 -0.838
C 0.928 0.559 -1.124
C -0.232 -1.176 0.659
C 1.030 -1.610 -0.077
C -0.437 0.785 -0.771
C -0.533 2.133 -0.050
N -0.959 -0.217 0.137
N -0.781 -1.956 1.582
Br -1.702 0.634 -2.475
H 2.634 -0.633 -1.315
H 1.408 1.486 -1.616
H 0.736 -2.374 -0.825
H 1.676 -1.908 0.652
H -1.516 2.433 0.484
H -0.395 2.938 -0.798
H 0.293 2.108 0.713
H -1.748 0.110 0.632
H -0.260 -2.595 2.159
H -1.594 -1.530 1.879
*
```

Atom charges from the Löwdin analysis, given in e for atoms 1 to 4:
1 C -0.051
2 C -0.166
3 C -0.240
4 C -0.042

=====

Most favorable structure: 2. The second most favorable one is 2.079 eV above it.